Arrangement a

The following is a DFT calculation (ωB97M-V with the def2-TZVPD basis set) of C3H3FO as an isolated structure.

Computed properties:
Spin multiplicity   3
Gap between HOMO and LUMO (spin up / spin down)   6.985 / 9.606 eV

Structure (XYZ):
```
8
Properties=species:S:1:pos:R:3:lowdin_charge:R:1
F -0.9282 -0.5118 -1.7995 0.069
O 0.2293 1.1220 -0.5788 0.030
C -0.2070 -0.5247 0.6091 0.016
C 0.0776 0.7795 0.8144 -0.138
C 0.0812 -0.2756 -0.9270 -0.297
H -0.1897 -1.3368 1.3097 0.092
H -0.0586 1.4270 1.6986 0.109
H 0.9954 -0.6796 -1.1265 0.118
```

Arrangement b

The following is a DFT calculation (ωB97M-V with the def2-TZVPD basis set) of one molecule with the formula C3H3FO.

Computed properties:
Spin multiplicity   3
Gap between HOMO and LUMO (spin up / spin down)   7.317 / 12.271 eV

Structure (XYZ):
```
8
Properties=species:S:1:pos:R:3:lowdin_charge:R:1
F -0.4716 1.6973 0.8788 -0.014
O 1.3624 0.3466 -1.5145 0.103
C 0.4308 -0.2506 -1.0541 -0.222
C 0.0038 0.3976 0.9933 -0.077
C -0.5193 -0.5585 -0.0298 -0.141
H 1.0478 0.4278 0.8648 0.076
H -0.2886 -1.6448 0.1428 0.146
H -1.5652 -0.4153 -0.2813 0.130
```

It is arrangement b that is the most stable of them.

Arrangement a

The following is a DFT calculation (ωB97M-V with the def2-TZVPD basis set) of a 5-piece molecular cluster, CH12O4S2 overall.

Computed properties:
SMILES   CSS.O.O.O.O
Gap between HOMO and LUMO   9.294 eV

Structure (XYZ):
```
19
Properties=species:S:1:pos:R:3:lowdin_charge:R:1
S -2.0520 1.3105 -1.3142 0.341
S -0.2520 2.3868 -1.0398 0.319
O 1.9239 -0.2526 -0.7183 -0.109
O 0.7797 -3.1304 2.3277 -0.051
O 2.7858 -1.3115 2.1248 -0.055
O 0.7062 -2.6447 -0.3495 -0.066
C -2.8556 1.5040 0.3275 -0.486
H -3.5840 0.6967 0.3740 0.018
H 0.3485 1.2538 -0.6630 -0.251
H -2.1744 1.5482 1.1709 0.024
H 1.6293 -2.7068 2.5142 0.012
H 0.0950 -2.5636 2.6422 0.040
H 2.3321 -0.6028 -1.5096 0.045
H 0.8275 -3.1989 0.4443 0.030
H -0.1463 -2.7830 -0.7822 0.066
H -3.3947 2.4539 0.3343 0.020
H 3.6215 -0.8623 2.3481 0.072
H 1.3106 -0.9842 -0.4197 0.015
H 2.6393 -1.0883 1.1972 0.016
```

Arrangement b

The following is a DFT calculation (ωB97M-V with the def2-TZVPD basis set) of a 5-piece molecular cluster, CH12O4S2 overall.

Computed properties:
SMILES   CSS.O.O.O.O
Gap between HOMO and LUMO   9.068 eV

Structure (XYZ):
```
19
Properties=species:S:1:pos:R:3:lowdin_charge:R:1
S 1.1619 -4.0541 -3.1264 0.394
S 1.0571 -6.1835 -3.4347 0.345
O -0.8641 2.0550 1.4095 -0.033
O -2.5651 -0.1880 2.0534 -0.087
O 1.4346 3.8709 0.8830 -0.045
O -2.2605 4.3409 3.0190 -0.135
C 2.9032 -3.6965 -3.4486 -0.481
H 3.3611 -4.5295 -4.0437 0.045
H -1.7061 5.1551 3.3839 0.119
H 3.3833 -3.6204 -2.5580 -0.017
H -3.0724 3.9930 3.4859 0.064
H 2.9097 -2.9216 -4.1637 0.008
H 0.8038 3.3799 1.4026 -0.010
H 1.0390 4.4926 0.3093 0.004
H -1.1985 1.6404 0.6282 0.035
H -2.9419 0.6502 1.8519 -0.012
H 0.8921 -6.4753 -2.2335 -0.294
H -2.7414 -0.5503 2.9973 0.097
H -1.5958 2.6413 1.5848 0.004
```

It is arrangement a that is the most stable of them.

Arrangement a

The following is a DFT calculation (ωB97M-V with the def2-TZVPD basis set) of a 2-piece molecular cluster, C3H8O3 overall.

Computed properties:
SMILES   CCOC=O.O
Gap between HOMO and LUMO   11.062 eV

Structure (XYZ):
```
14
Properties=species:S:1:pos:R:3:lowdin_charge:R:1
O 2.0247 1.2653 0.7789 -0.044
O 4.2184 1.2721 0.2643 0.020
O 0.3142 2.0817 4.1525 -0.089
C 0.0000 0.0000 0.0000 -0.054
C 3.0244 1.5276 -0.0548 -0.306
C 0.6679 1.3936 0.3357 -0.215
H 0.6889 2.0495 -0.5558 0.106
H 2.6818 2.0861 -0.9483 0.142
H 0.1773 1.9542 1.1546 0.119
H 0.1753 -0.6077 0.9036 0.074
H -1.0871 0.0646 -0.1751 0.074
H 0.4896 1.1356 4.3584 0.049
H -0.0848 2.4447 4.9754 0.048
H 0.4655 -0.5080 -0.8613 0.075
```

Arrangement b

The following is a DFT calculation (ωB97M-V with the def2-TZVPD basis set) of one molecule with the formula C3H8O3.

Computed properties:
Gap between HOMO and LUMO   7.451 eV

Structure (XYZ):
```
14
Properties=species:S:1:pos:R:3:lowdin_charge:R:1
O -0.8635 0.5862 -0.7134 -0.076
O -0.6259 -1.3920 1.0483 -0.052
O 0.5719 -1.0220 -1.4301 -0.007
C 0.5377 0.0024 -0.4742 -0.368
C 0.6189 -0.7284 0.8682 -0.190
C -0.4334 1.7308 0.3190 -0.071
H 0.4357 -0.5899 -2.2823 0.110
H -1.2710 1.7644 1.0084 0.006
H -1.4440 -0.0544 -0.2339 0.141
H -0.6380 -2.0961 0.3847 0.100
H -0.4335 2.5851 -0.3546 0.005
H 1.3305 0.7405 -0.6553 0.149
H 1.4381 -1.4587 0.7975 0.134
H 0.7764 -0.0680 1.7176 0.119
```

It is arrangement a that is the most stable of them.

Arrangement a

The following is a DFT calculation (ωB97M-V with the def2-TZVPD basis set) of a 2-piece molecular cluster, C3H8O3 overall.

Computed properties:
Gap between HOMO and LUMO   9.144 eV

Structure (XYZ):
```
14
Properties=species:S:1:pos:R:3:lowdin_charge:R:1
O 0.9774 0.8113 -2.1516 -0.038
O -1.7751 1.3422 0.1366 0.106
O 0.4668 -0.5892 0.5952 -0.331
C 0.6200 -1.3588 1.7538 -0.227
C -0.2138 0.4672 -1.4856 -0.269
C -0.5645 1.2879 -0.3888 -0.092
H 0.1264 -0.8787 2.6126 0.068
H 0.0445 -0.5305 -0.6596 0.133
H 1.6771 -1.4776 2.0358 0.061
H 0.1495 1.9297 0.1065 0.150
H -1.0143 0.2252 -2.1862 0.137
H 1.7012 0.3884 -1.6712 0.096
H 0.1850 -2.3616 1.6323 0.067
H -2.3801 0.7444 -0.3298 0.137
```

Arrangement b

The following is a DFT calculation (ωB97M-V with the def2-TZVPD basis set) of a 2-piece molecular cluster, C3H8O3 overall.

Computed properties:
SMILES   O=CO.CCO
Gap between HOMO and LUMO   11.258 eV

Structure (XYZ):
```
14
Properties=species:S:1:pos:R:3:lowdin_charge:R:1
O 1.9359 -1.4575 -0.7432 0.068
O -0.0030 -2.5300 0.3076 0.008
O 0.2039 2.3555 -0.2073 -0.085
C -1.6113 1.1698 0.9200 -0.114
C 0.9761 -1.5034 0.0140 -0.287
C -0.9767 1.6284 -0.4899 -0.299
H -2.7317 0.5619 0.8156 0.143
H -1.7378 2.3379 -0.8367 0.096
H -0.0549 -2.8253 -0.6074 0.085
H -0.7728 0.7787 -1.2219 0.120
H -1.7495 2.0081 1.5916 0.043
H 0.1853 2.5230 0.7253 0.057
H -1.0617 0.4477 1.5809 0.048
H 0.5000 -0.5450 0.4315 0.118
```

It is arrangement b that is the most stable of them.

Arrangement a

The following is a DFT calculation (ωB97M-V with the def2-TZVPD basis set) of one molecule with the formula C6H11NO.

Computed properties:
SMILES   [H]/N=C\[C@@H](C)CC(C)=O
Gap between HOMO and LUMO   9.889 eV

Structure (XYZ):
```
19
Properties=species:S:1:pos:R:3:lowdin_charge:R:1
O -0.5875 -2.0386 1.4431 0.072
N 0.2939 1.9588 -1.4565 0.097
C 0.8256 0.9536 1.2537 -0.066
C 0.8415 0.8360 -1.2932 -0.261
C -1.9875 -0.6510 0.1013 -0.007
C 0.4146 -1.2036 -0.5987 -0.098
C -0.6631 -1.2515 0.5191 -0.479
C 1.0711 0.0547 0.0644 -0.296
H 2.1438 -0.1613 0.0337 0.137
H 1.3610 0.4440 -2.1654 0.110
H -0.0718 2.4116 -0.6215 0.038
H -1.9010 -0.0028 -0.7659 0.074
H -2.6784 -1.4649 -0.1159 0.096
H -2.3995 -0.0779 0.9313 0.086
H 1.4487 1.8469 1.1933 0.094
H -0.2046 1.2986 1.3158 0.074
H 1.0667 -2.0585 -0.4351 0.118
H -0.0512 -1.3157 -1.5726 0.122
H 1.0777 0.4218 2.1693 0.088
```

Arrangement b

The following is a DFT calculation (ωB97M-V with the def2-TZVPD basis set) of a 2-piece molecular cluster, C6H11NO overall.

Computed properties:
Gap between HOMO and LUMO   8.584 eV

Structure (XYZ):
```
19
Properties=species:S:1:pos:R:3:lowdin_charge:R:1
O -1.7604 -1.1645 -1.3964 0.118
N 1.1109 -0.1457 1.8659 0.112
C 0.4649 0.2703 0.7484 -0.228
C -2.0272 0.4413 1.5896 -0.053
C -1.1320 -0.5913 -0.5692 -0.259
C -0.9618 0.0150 0.6145 -0.276
C 0.9580 -0.6196 -1.0992 -0.178
C 0.9876 0.3185 -2.2906 -0.149
H 0.7155 -1.6502 -1.3594 0.082
H 1.9859 0.2626 2.1551 0.103
H -1.9007 -0.0277 2.5703 0.069
H 0.0416 0.2950 -2.8335 0.065
H -3.0072 0.1442 1.2156 0.080
H -2.0397 1.5255 1.7404 0.075
H 1.7822 0.0592 -2.9978 0.067
H 0.8967 1.1700 0.3172 0.125
H 0.7740 -0.9671 2.3454 0.112
H 1.9455 -0.6894 -0.6361 0.070
H 1.1662 1.3540 -1.9801 0.065
```

Arrangement c

The following is a DFT calculation (ωB97M-V with the def2-TZVPD basis set) of one molecule with the formula C6H11NO.

Computed properties:
SMILES   C=N/C=C/CCCO
Gap between HOMO and LUMO   9.681 eV

Structure (XYZ):
```
19
Properties=species:S:1:pos:R:3:lowdin_charge:R:1
O -0.0671 3.5949 1.2205 -0.073
N 0.4355 -2.8124 -1.6041 -0.022
C 0.3140 -2.5697 -2.8338 -0.045
C -0.3201 2.3063 1.7254 -0.297
C -0.1478 -1.9961 -0.5975 -0.177
C -0.3813 1.3020 0.5777 -0.186
C -0.1366 -0.1511 1.0337 -0.213
C 0.4949 -0.9675 -0.0718 -0.107
H 0.4377 1.6160 -0.0729 0.109
H 0.7910 -3.2480 -3.5191 0.060
H 1.3419 -0.4938 -0.5623 0.112
H 0.4601 1.9867 2.4278 0.112
H 0.5093 4.1352 1.7835 0.093
H -1.0899 -0.5868 1.3508 0.111
H 0.4786 -0.1389 1.9308 0.100
H -1.2495 2.2955 2.3169 0.118
H -0.2157 -1.7050 -3.2206 0.076
H -1.0522 -2.4543 -0.2325 0.112
H -1.3238 1.3910 0.0398 0.116
```

Arrangement d

The following is a DFT calculation (ωB97M-V with the def2-TZVPD basis set) of a 2-piece molecular cluster, C6H11NO overall.

Computed properties:
SMILES   C=C=C[C@H](C)N.C=O
Gap between HOMO and LUMO   10.266 eV

Structure (XYZ):
```
19
Properties=species:S:1:pos:R:3:lowdin_charge:R:1
O -0.9075 -1.9367 -1.6472 -0.010
N -1.1160 -0.2230 2.2380 0.029
C -1.2539 1.2215 0.1911 -0.061
C -0.8633 -0.1264 0.8052 -0.459
C 1.4191 0.2548 -0.1344 -0.140
C 2.2489 0.9816 -0.8125 0.019
C 0.5927 -0.4487 0.5790 -0.110
C 0.2634 -1.7602 -1.8275 -0.175
H -1.4551 -0.9197 0.3251 0.122
H -0.6302 0.5225 2.7277 0.074
H -2.3055 1.4303 0.3809 0.074
H 0.6488 -0.9443 -2.4592 0.083
H 0.9354 -1.3290 1.1058 0.124
H 2.8050 1.7804 -0.3476 0.060
H 1.0380 -2.4319 -1.4266 0.092
H -1.0929 1.2054 -0.8831 0.075
H 2.4340 0.8266 -1.8633 0.054
H -0.6540 2.0222 0.6212 0.079
H -2.1069 -0.1253 2.4272 0.071
```

It is arrangement c that is the most stable of them.

Arrangement a

The following is a DFT calculation (ωB97M-V with the def2-TZVPD basis set) of a 2-piece molecular cluster, C6H11NO overall.

Computed properties:
SMILES   Cc1cc[nH]c1C.O
Gap between HOMO and LUMO   8.902 eV

Structure (XYZ):
```
19
Properties=species:S:1:pos:R:3:lowdin_charge:R:1
O -1.5508 2.1468 -0.5490 -0.060
N -0.9361 -0.8680 -0.6712 0.047
C 0.9930 -0.1628 0.1560 -0.272
C -0.2981 -0.4643 0.4914 -0.325
C 2.0017 0.3620 1.1218 -0.043
C 1.1060 -0.2588 -1.2624 -0.047
C -0.7085 -0.8121 1.8901 -0.029
C -0.1021 -0.6779 -1.7292 -0.131
H -0.0189 -1.4570 2.3789 0.069
H 2.7704 1.0114 0.7634 0.068
H 2.4777 -0.5237 1.5841 0.087
H -0.4748 -0.8302 -2.7263 0.111
H -0.6924 2.5963 -0.5463 0.047
H -0.6364 0.1147 2.4875 0.080
H 1.4910 0.7534 2.0040 0.069
H -1.5125 1.4085 0.0676 0.002
H -1.7402 -1.0970 2.0470 0.074
H 1.9934 -0.0117 -1.8207 0.100
H -1.9317 -0.9373 -0.7891 0.153
```

Arrangement b

The following is a DFT calculation (ωB97M-V with the def2-TZVPD basis set) of one molecule with the formula C6H11NO.

Computed properties:
SMILES   C[C@H]1N=COC1(C)C
Gap between HOMO and LUMO   10.334 eV

Structure (XYZ):
```
19
Properties=species:S:1:pos:R:3:lowdin_charge:R:1
O 1.6863 -0.5017 1.1175 0.028
N 1.8550 0.9241 -0.5763 0.124
C 0.2951 -1.8001 -0.3942 -0.025
C 0.3293 -0.5249 0.4679 -0.443
C -0.3779 1.8705 -0.0795 -0.047
C 2.3992 0.2458 0.3301 -0.265
C 0.4416 0.6805 -0.4907 -0.368
C -0.8843 -0.5560 1.4310 0.005
H 3.4220 0.2434 0.5169 0.119
H -0.5944 -1.5749 1.8506 0.117
H -0.7798 -1.9665 -0.5659 0.092
H -0.0373 0.3855 -1.4243 0.139
H -0.1744 2.6499 -0.7572 0.071
H 0.7845 -2.6388 0.0355 0.075
H 0.7722 -1.7285 -1.3806 0.094
H -1.6643 -0.6646 0.7462 0.065
H -0.8217 0.1582 2.2073 0.076
H -1.4139 1.6860 -0.0126 0.067
H -0.1258 2.1928 0.9004 0.076
```

Arrangement c

The following is a DFT calculation (ωB97M-V with the def2-TZVPD basis set) of one molecule with the formula C6H11NO.

Computed properties:
SMILES   C[C@@]12CCO[C@H]1[C@H]2N
Gap between HOMO and LUMO   9.648 eV

Structure (XYZ):
```
19
Properties=species:S:1:pos:R:3:lowdin_charge:R:1
O -1.2035 -0.2484 0.9886 -0.184
N 2.1907 -0.9860 1.1765 -0.035
C 1.5535 0.3255 0.4921 -0.105
C 0.3739 0.2079 -0.6165 -0.363
C 0.0894 0.6596 0.7908 -0.217
C 0.1955 -1.2480 -0.8659 -0.122
C -0.8961 0.9338 -1.4151 -0.031
C -1.8773 0.6923 -0.0188 -0.197
H -2.8966 0.1556 -0.0689 0.112
H 1.7801 -1.8382 1.5414 0.033
H -0.9460 2.1011 -1.3184 0.115
H 0.9299 -1.4550 -1.8180 0.135
H 0.3168 -2.1256 -0.0988 0.094
H 2.3894 0.9925 0.9601 0.144
H -2.2126 1.7201 0.6392 0.153
H -1.4764 0.5739 -2.2813 0.087
H 2.8917 -0.6496 1.9938 0.108
H -0.1754 1.7284 0.8890 0.130
H -1.0269 -1.5399 -0.9697 0.143
```

It is arrangement a that is the most stable of them.